[1]
Density functional theory data (the ωB97M-V functional and the def2-TZVPD basis) for one molecule with the formula C2H3BrINO at a distorted geometry.

```
9
Properties=species:S:1:pos:R:3:mulliken_charge:R:1
I 1.80107 -2.09677 0.14067 0.11
Br 2.37093 1.62930 0.09615 0.07
O -0.37327 1.82921 0.44952 -0.53
N 1.20671 0.36767 -0.30666 -0.41
C -1.07033 -0.42215 -0.08882 -1.02
C -0.11244 0.72109 -0.02311 0.93
H -0.92901 -0.95113 0.86031 0.30
H -0.82194 -1.19645 -0.95456 0.28
H -2.07173 0.11924 -0.17350 0.28
```

Output
Multiplicity: 1
Lowest unoccupied orbital energy (alpha / beta) in Ha: -0.112 / -0.100
Energy relative to the best compared isomer or geometry (same formula, charge and spin) in kcal per mole: 50.0
Orbital gap (alpha / beta) in Ha: 0.236 / 0.262
Maximum force in Eh/bohr: 0.0524

---

[2]
Density functional theory data (the ωB97M-V functional and the def2-TZVPD basis) for a 2-piece molecular cluster, BrH2N overall at a distorted geometry.

```
4
Properties=species:S:1:pos:R:3:mulliken_charge:R:1
Br -2.44040 -0.03126 0.00142 -0.18
N 0.79967 0.44868 0.00198 -0.35
H 0.83981 -0.20482 0.80264 0.26
H 0.80092 -0.21261 -0.80603 0.27
```

Output
Multiplicity: 1
Lowest unoccupied orbital energy (alpha / beta) in Ha: -0.165 / -0.165
Energy relative to the best compared isomer or geometry (same formula, charge and spin) in kcal per mole: 80.6
Orbital gap (alpha / beta) in Ha: 0.214 / 0.211
Maximum force in Eh/bohr: 0.0407

---

[3]
Density functional theory data (the ωB97M-V functional and the def2-TZVPD basis) for a 2-piece molecular cluster, C2H2N2O3 overall at a distorted geometry.

```
9
Properties=species:S:1:pos:R:3:mulliken_charge:R:1
O -1.10597 -1.41193 0.95436 -0.52
O 0.14979 -2.13814 -0.67522 -0.54
O 1.51783 1.19905 0.91081 -0.38
N -0.46122 -1.29551 -0.04624 0.95
N -1.69252 2.08210 -0.29048 -0.32
C -0.19086 0.01124 -0.58213 -0.45
C -1.01380 1.15137 -0.40283 0.43
H 0.61800 -0.11522 -1.28712 0.50
H 2.17875 0.51703 1.41885 0.34
```

Output
Multiplicity: 1
Lowest unoccupied orbital energy (alpha / beta) in Ha: -0.110 / -0.095
Energy relative to the best compared isomer or geometry (same formula, charge and spin) in kcal per mole: 178.0
Orbital gap (alpha / beta) in Ha: 0.337 / 0.307
Maximum force in Eh/bohr: 0.0690